Record 1
Formula: C15H10CdCl5N3OS
Source: OMol25
Level of theory: the ωB97M-V functional and the def2-TZVPD basis

Last column: natural (NBO) charge in e.
CARTESIAN COORDINATES (ANGSTROEM)
Cd 0.117 -0.714 -0.330  1.53
N 1.963 -1.771 3.684  -0.85
C 1.415 -1.065 2.660  0.24
S 2.300 -0.619 1.266  -0.49
N 0.110 -0.845 2.846  -0.50
N -0.543 -0.216 1.815  -0.39
C -1.756 0.261 2.104  0.07
C -2.496 1.145 1.371  -0.18
C -3.554 1.700 2.118  -0.19
C -4.292 2.724 1.575  -0.34
C -4.050 3.219 0.259  -0.22
C -2.975 2.743 -0.446  -0.32
C -2.112 1.652 0.051  0.43
O -1.137 1.180 -0.620  -0.79
H 2.948 -1.920 3.560  0.39
H 1.332 -2.254 4.315  0.39
H -2.188 0.049 3.077  0.14
H -3.775 1.424 3.164  0.19
H -4.967 3.379 2.156  0.18
H -4.665 4.042 -0.132  0.18
H -2.812 3.097 -1.493  0.19
Cl 2.597 -3.542 -1.213  0.04
C 2.884 -2.072 -1.982  -0.15
C 2.202 -0.858 -1.625  -0.36
C 2.757 0.373 -2.067  -0.16
Cl 2.105 1.728 -1.284  0.05
C 3.787 0.446 -3.027  -0.09
Cl 4.379 1.982 -3.542  -0.01
C 4.341 -0.753 -3.512  -0.13
Cl 5.385 -0.841 -4.875  0.00
C 3.977 -1.972 -2.880  -0.08
Cl 4.832 -3.415 -3.344  -0.03
C -1.835 -1.983 -0.863  -1.30
H -2.022 -2.829 -0.151  0.18
H -1.634 -2.256 -1.907  0.18
H -2.621 -1.215 -0.725  0.19

Its net charge is -2. The value obtained for the highest occupied orbital energy is -0.7 eV. As for the LUMO energy: 4.3 eV. The value obtained for the energy relative to the best compared isomer or geometry (same formula, charge and spin) is 69.3 kJ/mol. The molar mass is 570.0 g mol⁻¹.

Record 2
Formula: C12H24FN
Source: OMol25
Level of theory: the ωB97M-V functional and the def2-TZVPD basis

Last column: natural (NBO) charge in e.
CARTESIAN COORDINATES (ANGSTROEM)
C -1.305 1.243 -2.969  -0.50
C -0.279 0.784 -2.306  -0.30
C -3.095 -1.234 -0.564  -0.60
C -0.953 -2.137 -1.679  -0.60
C 1.126 -1.196 2.294  -0.63
C 2.474 -0.850 0.225  -0.62
C 0.055 2.095 2.241  -0.62
C 1.051 2.552 -0.032  -0.61
C -1.549 -1.401 -0.450  -0.31
C 1.142 -0.881 0.876  -0.09
C 0.870 1.496 1.068  -0.04
C -0.880 0.061 -0.227  0.70
N 0.295 0.251 0.624  -0.51
F -1.796 1.026 0.032  -0.37
H -1.387 1.580 -4.124  0.18
H -2.312 1.502 -2.542  0.20
H 0.776 0.498 -2.694  0.19
H -3.418 -1.202 0.458  0.21
H -3.498 -0.326 -1.036  0.23
H -3.536 -2.165 -1.179  0.21
H -1.115 -3.219 -1.543  0.21
H -1.481 -1.845 -2.706  0.23
H 0.061 -1.982 -1.746  0.21
H 1.882 -0.595 2.888  0.21
H 0.083 -1.079 2.899  0.23
H 1.313 -2.274 2.581  0.22
H 3.125 -0.253 0.799  0.20
H 2.581 -0.379 -0.874  0.23
H 2.944 -1.901 0.190  0.22
H 0.651 2.825 2.813  0.21
H -0.875 2.375 1.836  0.22
H -0.237 1.391 3.083  0.21
H 1.879 2.384 -0.646  0.20
H 1.221 3.550 0.365  0.21
H 0.205 2.550 -0.612  0.22
H -1.421 -1.954 0.443  0.21
H 0.512 -1.544 0.220  0.22
H 1.928 1.397 1.421  0.20

Its net charge is 0. The value obtained for the highest occupied orbital energy is -7.4 eV. As for the LUMO energy: 0.8 eV. The value obtained for the energy relative to the best compared isomer or geometry (same formula, charge and spin) is 126.8 kJ/mol. The molar mass is 201.3 g mol⁻¹.

Record 3
Formula: C5H13NO
Source: OMol25
Level of theory: the ωB97M-V functional and the def2-TZVPD basis

Last column: natural (NBO) charge in e.
CARTESIAN COORDINATES (ANGSTROEM)
C -0.714 0.860 -1.762  -0.74
C 0.306 1.747 -1.070  0.68
N 1.537 1.714 -1.694  -0.84
O 0.187 2.334 -0.018  -0.60
H -1.140 1.449 -2.575  0.24
H -1.524 0.637 -1.077  0.24
H -0.330 -0.143 -1.945  0.23
H 2.330 2.051 -1.174  0.40
H 1.751 1.168 -2.509  0.39
C 0.488 -2.112 2.386  -0.61
C -0.105 -1.890 0.978  -0.41
C -1.610 -2.076 1.093  -0.61
H 0.195 -1.260 2.990  0.21
H 1.525 -2.444 2.326  0.21
H 0.031 -3.039 2.722  0.19
H 0.067 -0.861 0.709  0.20
H 0.357 -2.684 0.407  0.20
H -2.127 -2.017 0.129  0.20
H -1.913 -3.070 1.442  0.20
H -2.039 -1.387 1.827  0.21

Its net charge is 0. The value obtained for the highest occupied orbital energy is -9.9 eV. As for the LUMO energy: 0.9 eV. The value obtained for the energy relative to the best compared isomer or geometry (same formula, charge and spin) is 57.3 kJ/mol. The molar mass is 103.2 g mol⁻¹.

Record 4
Formula: C6H9N
Source: OMol25
Level of theory: the ωB97M-V functional and the def2-TZVPD basis

Last column: natural (NBO) charge in e.
CARTESIAN COORDINATES (ANGSTROEM)
C -0.610 1.516 1.392  -0.59
C -0.638 0.367 0.378  -0.32
C 0.711 -0.367 0.272  -0.39
C 0.598 -1.620 -0.600  -0.59
C 0.482 -1.584 -2.060  -0.02
C -1.032 0.858 -0.953  0.28
N -1.305 1.240 -2.011  -0.32
H -1.581 2.018 1.446  0.23
H 0.147 2.258 1.121  0.22
H -0.370 1.121 2.385  0.22
H 1.029 -0.634 1.288  0.22
H 1.464 0.316 -0.140  0.21
H 1.600 -2.120 -0.689  0.30
H -0.039 -2.383 -0.131  0.22
H 0.950 -0.628 -2.383  0.10
H -1.404 -0.358 0.684  0.24

Its net charge is 0. The value obtained for the highest occupied orbital energy is -8.8 eV. As for the LUMO energy: 0.0 eV. The value obtained for the energy relative to the best compared isomer or geometry (same formula, charge and spin) is 411.7 kJ/mol. The molar mass is 95.1 g mol⁻¹.

Record 5
Formula: C28H58BrINOPSi3Tl
Source: OMol25
Level of theory: the ωB97M-V functional and the def2-TZVPD basis

Last column: Löwdin charge in e.
CARTESIAN COORDINATES (ANGSTROEM)
Tl 0.651 -0.710 -0.134  0.82
C -1.728 1.970 0.830  -0.10
O -1.414 0.609 0.509  -0.44
Si -2.209 -0.756 1.068  0.31
C -3.970 -0.796 0.482  -0.14
C -2.263 -0.692 2.918  -0.14
C -1.103 -2.081 0.306  -0.49
Si -1.583 -2.767 -1.394  0.35
C -0.060 -3.024 -2.449  -0.19
C -2.680 -1.599 -2.348  -0.19
C -2.431 -4.409 -1.181  -0.17
Si -0.227 -3.260 1.514  0.35
C 0.496 -2.370 2.992  -0.18
C -1.457 -4.525 2.106  -0.16
C 1.193 -4.130 0.666  -0.18
H -2.743 2.218 0.511  0.10
H -1.024 2.618 0.307  0.06
H -1.631 2.148 1.902  0.09
H -4.615 -0.359 1.248  0.04
H -4.314 -1.822 0.315  0.05
H -4.119 -0.240 -0.445  0.04
H -3.093 -0.047 3.217  0.05
H -1.346 -0.294 3.357  0.04
H -2.448 -1.679 3.354  0.04
H 0.406 -2.065 -2.718  0.00
H -0.347 -3.516 -3.384  0.05
H 0.696 -3.647 -1.968  0.02
H -2.498 -0.556 -2.088  -0.04
H -3.740 -1.807 -2.180  0.04
H -2.487 -1.712 -3.419  0.04
H -1.709 -5.195 -0.939  0.03
H -2.927 -4.691 -2.115  0.05
H -3.188 -4.389 -0.392  0.04
H -0.222 -2.302 3.812  0.03
H 0.847 -1.357 2.764  0.00
H 1.357 -2.941 3.355  0.05
H -2.392 -4.063 2.439  0.04
H -1.034 -5.071 2.956  0.05
H -1.699 -5.250 1.328  0.02
H 1.891 -3.434 0.183  0.02
H 0.850 -4.839 -0.093  0.03
H 1.764 -4.692 1.411  0.05
C 4.825 -1.011 -0.200  -0.09
C 4.639 -0.336 1.168  -0.59
C 6.000 0.186 1.641  -0.07
C 4.126 -1.428 2.128  -0.08
P 3.309 0.992 0.999  0.93
N 1.826 0.364 1.073  -0.34
C 3.626 2.036 -0.552  -0.58
C 2.638 3.215 -0.480  -0.10
C 5.058 2.571 -0.684  -0.06
C 3.301 1.261 -1.841  -0.11
C 3.312 2.099 2.536  -0.58
C 3.428 1.192 3.774  -0.08
C 1.955 2.818 2.653  -0.09
C 4.447 3.129 2.557  -0.07
H 5.419 -1.916 -0.058  0.09
H 5.361 -0.379 -0.903  0.07
H 3.874 -1.312 -0.648  0.07
H 6.711 -0.646 1.626  0.10
H 5.973 0.567 2.659  0.07
H 6.399 0.965 0.996  0.07
H 4.688 -2.346 1.942  0.09
H 3.070 -1.640 1.962  0.04
H 4.259 -1.170 3.175  0.07
H 2.938 3.958 0.257  0.07
H 1.628 2.877 -0.246  0.05
H 2.610 3.708 -1.454  0.04
H 5.383 3.148 0.178  0.06
H 5.093 3.233 -1.554  0.10
H 5.779 1.773 -0.858  0.07
H 2.375 0.695 -1.770  -0.02
H 4.089 0.582 -2.144  0.07
H 3.159 1.986 -2.648  0.06
H 2.678 0.400 3.764  0.08
H 3.252 1.810 4.658  0.09
H 4.414 0.748 3.884  0.06
H 1.130 2.116 2.544  0.06
H 1.830 3.615 1.923  0.06
H 1.900 3.269 3.648  0.09
H 5.428 2.687 2.387  0.07
H 4.467 3.591 3.548  0.10
H 4.294 3.928 1.833  0.07
Br 1.443 3.977 -4.143  0.78
C 1.129 2.348 -5.041  -0.73
C 1.612 2.222 -6.337  -0.12
C 1.406 1.049 -7.045  -0.06
C 0.724 -0.010 -6.461  -0.07
C 0.240 0.110 -5.168  -0.14
C 0.439 1.290 -4.462  -0.69
I -0.372 1.405 -2.550  1.18
H 2.146 3.049 -6.785  0.11
H 1.778 0.965 -8.058  0.12
H 0.563 -0.928 -7.011  0.11
H -0.298 -0.711 -4.709  0.08

Its net charge is +1. The value obtained for the highest occupied orbital energy is -11.3 eV. As for the LUMO energy: -3.7 eV. The value obtained for the energy relative to the best compared isomer or geometry (same formula, charge and spin) is 39.2 kJ/mol. The molar mass is 951.2 g mol⁻¹.